[1]
Formula: C40H41AgAsBN6O2S
Source: the Open Molecules 2025 dataset
Level of theory: the ωB97M-V functional and the def2-TZVPD basis

Results
HOMO-LUMO gap = 5.271 eV
LUMO energy = 4.04 eV

ORCA input file:
```
! wB97M-V def2-TZVPD RIJCOSX def2/J DEFGRID3
* xyz -2 1
Ag -0.258 0.370 -0.406
C 2.208 5.076 2.084
C 1.247 4.398 1.166
C 0.387 4.992 0.268
C -0.295 3.926 -0.346
N 0.148 2.777 0.162
N 1.078 3.058 1.069
B 1.875 1.987 1.834
N 2.715 1.131 0.882
N 2.221 0.288 -0.020
C 3.249 -0.304 -0.628
C 4.452 0.187 -0.086
C 4.067 1.100 0.868
C 4.959 1.896 1.759
C 3.123 -1.279 -1.698
C 1.921 -1.439 -2.383
C 1.824 -2.325 -3.441
C 2.923 -3.081 -3.818
C 4.122 -2.940 -3.136
C 4.223 -2.044 -2.089
N 0.976 1.098 2.704
N 0.091 0.216 2.252
C -0.466 -0.378 3.310
C 0.092 0.156 4.488
C 1.005 1.090 4.058
C 1.883 1.947 4.906
C -1.531 -1.364 3.242
C -1.991 -1.817 2.010
C -3.073 -2.671 1.930
C -3.685 -3.132 3.084
C -3.195 -2.739 4.319
C -2.133 -1.859 4.401
C -1.342 4.005 -1.355
C -2.166 2.906 -1.589
C -3.154 2.959 -2.551
C -3.347 4.118 -3.286
C -2.549 5.226 -3.048
C -1.550 5.171 -2.092
H 2.117 6.155 1.976
H 3.231 4.786 1.849
H 2.011 4.812 3.122
H 0.250 6.043 0.101
H 2.619 2.561 2.553
H 5.461 -0.068 -0.353
H 5.998 1.653 1.540
H 4.762 1.663 2.805
H 4.811 2.966 1.617
H 1.068 -0.826 -2.116
H 0.888 -2.377 -3.982
H 2.850 -3.781 -4.641
H 4.984 -3.537 -3.418
H 5.164 -1.945 -1.563
H -0.134 -0.096 5.507
H 1.677 1.744 5.956
H 1.700 3.003 4.711
H 2.934 1.739 4.709
H -1.502 -1.447 1.120
H -3.445 -2.961 0.959
H -4.537 -3.797 3.026
H -3.653 -3.113 5.229
H -1.775 -1.553 5.374
H -2.009 2.007 -1.002
H -3.773 2.090 -2.729
H -4.122 4.156 -4.042
H -2.692 6.128 -3.632
H -0.916 6.031 -1.926
O -0.886 -1.299 -4.390
C -1.360 -0.561 -3.504
O -0.711 0.225 -2.776
C -2.876 -0.614 -3.355
C -3.605 -0.794 -4.521
C -4.979 -0.959 -4.526
C -5.656 -0.945 -3.316
C -4.958 -0.744 -2.150
C -3.565 -0.563 -2.128
S -2.886 -0.345 -0.553
H -3.055 -0.825 -5.451
H -5.516 -1.102 -5.457
H -6.732 -1.092 -3.289
H -5.475 -0.715 -1.201
C 0.242 -4.239 2.038
As 0.819 -3.110 0.496
C -0.535 -3.775 -0.753
C 2.227 -4.385 -0.097
H 0.297 -5.301 1.797
H -0.783 -3.999 2.306
H 0.868 -4.049 2.911
H -0.619 -4.862 -0.698
H -0.269 -3.488 -1.768
H -1.502 -3.332 -0.531
H 1.908 -5.418 0.041
H 3.157 -4.231 0.451
H 2.429 -4.223 -1.152
*
```

---

[2]
Formula: C28H47B2CaCl4F7LiN6O10S2
Source: the Open Molecules 2025 dataset
Level of theory: the ωB97M-V functional and the def2-TZVPD basis

Results
HOMO-LUMO gap = 2.350 eV
energy above the lowest of the compared OMol25 structures with the same formula, charge and spin = 0.000 eV
LUMO energy = -0.70 eV

ORCA input file:
```
! wB97M-V def2-TZVPD RIJCOSX def2/J DEFGRID3
* xyz -1 1
C 5.725 -2.891 -2.802
C 4.569 -3.130 -2.741
N 3.300 -3.493 -2.582
C 2.310 -3.153 -1.735
N 2.441 -2.211 -0.787
B 3.625 -1.377 -0.564
C 4.493 -1.404 0.748
O 3.981 -0.600 -1.576
N 1.247 -3.854 -1.986
C 1.557 -4.609 -3.006
N 2.756 -4.437 -3.424
C 3.435 -5.065 -4.545
C 2.656 -6.285 -4.985
C 3.465 -4.076 -5.708
C 4.869 -3.727 -6.223
C 5.197 -2.243 -6.154
H 6.747 -2.710 -2.793
H 1.624 -2.093 -0.204
H 4.330 -0.485 1.308
H 5.531 -1.511 0.511
H 4.163 -2.280 1.285
H 4.877 -0.274 -1.492
H 0.835 -5.252 -3.430
H 4.418 -5.406 -4.289
H 3.327 -6.843 -5.597
H 2.322 -6.880 -4.157
H 1.835 -5.972 -5.598
H 2.808 -4.434 -6.503
H 3.019 -3.176 -5.339
H 5.575 -4.218 -5.575
H 4.976 -4.098 -7.216
H 6.047 -2.045 -5.529
H 4.381 -1.671 -5.764
H 5.441 -1.857 -7.120
B 3.443 1.391 3.764
F 3.107 2.722 3.844
F 2.605 0.808 2.769
F 4.777 1.218 3.357
F 3.290 0.767 4.993
C -3.790 4.614 1.448
C -2.279 4.409 1.548
C -1.518 4.747 0.264
N -1.632 3.775 -0.873
C -0.269 3.650 -1.500
C -0.293 2.858 -2.793
C -1.277 3.436 -3.804
C -2.653 3.612 -3.181
C -2.585 4.387 -1.881
C -2.086 2.432 -0.440
H -4.236 4.091 0.603
H -4.266 4.245 2.355
H -4.033 5.672 1.352
H -2.040 3.409 1.908
H -1.930 5.090 2.355
H -0.428 4.799 0.498
H -1.829 5.739 -0.125
H 0.080 4.665 -1.688
H 0.376 3.193 -0.751
H 0.713 2.869 -3.214
H -0.528 1.812 -2.602
H -1.341 2.796 -4.683
H -0.909 4.405 -4.153
H -3.128 2.638 -3.029
H -3.299 4.154 -3.870
H -3.559 4.447 -1.401
H -2.230 5.399 -2.067
H -3.087 2.505 -0.031
H -1.388 2.044 0.297
H -2.109 1.771 -1.297
C -0.765 -0.211 3.751
Cl -1.254 -1.420 4.918
Cl -2.217 0.427 2.920
Cl 0.071 1.098 4.566
Cl 0.330 -0.964 2.587
O -0.189 -1.969 -0.314
C -1.045 -2.820 -0.528
C -2.713 -1.915 -0.527
O -3.529 -2.783 -0.729
H -1.221 -3.606 0.227
H -1.059 -3.326 -1.515
H -2.509 -1.156 -1.315
H -2.651 -1.419 0.461
Ca -0.036 5.704 1.882
F 1.314 -3.928 -7.223
C -4.875 4.762 8.092
C -3.784 4.945 7.357
C -3.705 4.454 5.957
O -2.706 4.623 5.295
C -4.894 3.750 5.412
C -5.985 3.566 6.147
C -6.064 4.059 7.547
O -7.059 3.894 8.216
H -4.953 5.111 9.114
H -2.907 5.455 7.735
H -4.817 3.397 4.393
H -6.861 3.055 5.768
N -1.674 -5.772 4.447
S -1.763 -5.518 2.887
O -1.399 -6.599 2.036
O -1.423 -4.206 2.432
F -3.344 -5.511 2.742
S -0.195 -5.918 4.973
O -0.136 -6.457 6.284
O 0.688 -4.838 4.678
F 0.391 -7.114 4.089
Li 4.429 -2.143 2.835
O -3.459 7.703 -0.145
H -3.582 6.789 0.147
*
```

---

[3]
Formula: C5H7N5S
Source: the Open Molecules 2025 dataset
Level of theory: the ωB97M-V functional and the def2-TZVPD basis

Results
HOMO-LUMO gap = 7.736 eV
energy above the lowest of the compared OMol25 structures with the same formula, charge and spin = 2.552 eV
LUMO energy = -1.66 eV

ORCA input file:
```
! wB97M-V def2-TZVPD RIJCOSX def2/J DEFGRID3
* xyz 0 1
C 0.279 0.782 1.484
C 0.120 -0.535 -0.513
C 0.250 0.701 0.063
C 0.061 -1.810 0.272
C 0.399 2.126 -0.491
N 0.132 1.376 3.505
N 0.070 1.881 2.178
N 0.327 0.140 3.615
N 0.350 -0.283 2.308
N 0.786 -2.043 1.497
S -1.851 -2.089 0.703
H 0.104 -0.726 -1.654
H 0.155 -2.723 -0.300
H -0.388 2.702 0.074
H 0.266 2.117 -1.566
H 1.360 2.593 -0.011
H 0.093 -2.535 2.129
H -1.895 -0.977 1.478
*
```